ORCA calculation (ωB97M-V/def2-TZVPD) on 2 unconnected molecules or ions with the total composition C5H15NO2 in a non-equilibrium geometry.

Last column: natural (NBO) charge in e.
Positions of all 23 atoms, in Å:
1 C 2.0137 -0.1892 1.8659  -0.617
2 C 0.9110 0.6058 1.2094  -0.410
3 C 0.9968 0.6933 -0.3295  -0.409
4 C 0.3416 -0.3139 -1.1545  -0.225
5 N -1.1623 -0.5780 -1.0213  -0.673
6 C -1.6290 -1.8704 -1.3963  0.115
7 O -2.2900 -2.4184 -0.3203  -0.729
8 H 2.3547 0.2404 2.8432  0.218
9 H 2.9298 -0.2570 1.1751  0.197
10 H 1.7434 -1.2375 1.9939  0.212
11 H -0.0590 0.1271 1.5203  0.199
12 H 0.9267 1.6574 1.5795  0.204
13 H 2.0191 0.8819 -0.6741  0.224
14 H 0.5122 1.6351 -0.5321  0.170
15 H 0.5727 0.0815 -2.2295  0.190
16 H 1.1051 -1.1652 -0.9985  0.175
17 H -1.3031 -0.2513 0.0034  0.376
18 H -2.4188 -1.8678 -2.1676  0.146
19 H -0.8142 -2.5711 -1.7541  0.166
20 H -3.0511 -1.8929 -0.0209  0.473
21 O -1.6701 2.9825 0.1452  -0.929
22 H -0.8766 3.4993 0.5078  0.462
23 H -1.1528 2.2083 -0.2445  0.465

Atoms 1-3, force components in eV/Å:
C 2.1 -0.4 -0.4
C -0.6 0.1 0.2
C -0.7 2.5 1.8

- Charge: 0
- E: -404.6594 hartree
- Lowest unoccupied orbital energy: 0.80 eV
- Orbital gap: 9.945 eV
- Relative energy (zero: lowest compared OMol25 entry of this formula, charge and spin): 2.604 eV
- 2S+1: 1
- Structure (SMILES): CCCCNCO.O